18
Properties=species:S:1:pos:R:3:mulliken_charge:R:1 method="wB97M-V/def2-TZVPD" de_lowest_kj_mol=0.0 smiles=Cc1n[nH]cc1[C@@H](C)I homo_lumo_gap_ha=0.3304 homo_ev=-8.58 lumo_ev=0.4129 mol_weight_g_mol=236.056
C -0.44 -0.07 1.68 -0.81
C 0.04 -0.10 0.38 0.76
C -0.80 -1.06 -0.32 0.45
C -0.68 -1.62 -1.62 -1.00
C 0.95 2.19 -0.08 -1.39
C 1.06 0.70 -0.30 -0.49
N -1.58 -1.57 0.53 -0.81
N -1.43 -0.98 1.72 0.12
I 3.01 -0.13 0.41 -0.01
H -0.09 0.53 2.45 0.51
H 0.13 -2.37 -1.68 0.20
H -1.54 -2.10 -2.01 0.33
H -0.44 -0.62 -2.05 0.27
H 1.83 2.61 -0.51 0.40
H 0.89 2.46 0.91 0.41
H 0.07 2.57 -0.53 0.40
H 1.16 0.52 -1.44 0.43
H -2.14 -0.96 2.42 0.24